# 1
Entry from the OMol25 dataset: a cluster of 2 separate species, C20H31N2O7 in total (ωB97M-V/def2-TZVPD).

Values from the calculation:
Net charge: -1

Cartesian coordinates (Å):
O1 -0.28 -2.74 -1.44
O2 0.87 0.58 7.36
O3 1.34 3.36 7.47
O4 1.54 3.69 2.80
O5 0.74 1.00 2.69
O6 1.58 1.27 -0.83
O7 1.98 -3.60 0.28
N1 1.88 -1.74 -2.05
N2 0.91 1.04 -4.51
C1 1.16 1.64 -2.14
C2 0.96 1.58 3.77
C3 0.85 0.80 5.01
C4 1.47 3.50 5.15
C5 2.32 -0.68 -3.06
C6 -3.79 0.37 0.47
C7 0.97 1.25 6.29
C8 -2.25 -1.56 -0.30
C9 0.45 -1.53 -1.64
C10 -3.69 -0.11 -2.06
C11 2.79 -2.67 0.21
C12 1.26 2.75 6.40
C13 -3.63 -0.82 -0.63
C14 1.36 3.05 3.87
C15 1.19 0.43 -3.17
C16 2.96 -1.67 -1.01
C17 -2.55 -2.51 0.98
C18 1.97 2.45 -0.04
C19 -0.07 -0.44 -2.69
C20 -1.71 -2.53 -1.45
H1 2.29 -1.22 -4.06
H2 -2.17 -3.56 -1.26
H3 -2.07 -2.25 -2.51
H4 1.72 2.57 -2.53
H5 0.63 -0.25 4.83
H6 -4.80 0.32 1.00
H7 -3.22 -3.38 0.61
H8 0.06 1.98 -2.06
H9 -3.20 -1.96 1.75
H10 -4.74 0.34 -2.15
H11 1.74 4.54 5.32
H12 0.31 1.86 -4.32
H13 3.15 -0.63 -0.59
H14 3.41 -0.36 -2.96
H15 0.56 -1.10 -0.59
H16 1.64 2.28 1.05
H17 3.10 2.55 -0.11
H18 -1.61 -2.93 1.44
H19 -2.99 0.80 -2.10
H20 1.49 3.38 -0.49
H21 -0.36 -1.10 -3.59
H22 1.92 -2.68 -2.45
H23 3.93 -1.97 -1.54
H24 -3.78 1.39 -0.05
H25 -4.49 -1.54 -0.43
H26 -2.94 0.39 1.21
H27 -3.57 -0.80 -2.95
H28 3.53 -2.54 1.08
H29 -0.98 0.12 -2.32
H30 0.32 0.35 -5.01
H31 -1.51 -0.78 0.06

***

# 2
Entry from the OMol25 dataset: a structure of composition C3H3MgO (ωB97M-V/def2-TZVPD).

Values from the calculation:
ΔE to the lowest compared entry with this formula, charge and spin (kcal per mole): 0.0
Net charge: +1

Cartesian coordinates (Å):
Mg1 -1.14 1.65 -2.33
O1 -0.53 -0.94 -0.80
C1 0.28 -0.76 0.75
C2 0.41 0.60 0.28
C3 -0.21 0.36 -0.96
H1 -0.37 -0.98 1.60
H2 0.43 1.53 0.84
H3 1.13 -1.45 0.62

***

How do the records compare in Kohn-Sham gap? In the order shown, they have 0.0923 0.1939 hartree.